# 1
{"formula": "C15H38B5F3N2O8S", "method": "ωB97M-V/def2-TZVPD", "species": ["C", "B", "O", "B", "O", "B", "C", "B", "O", "O", "O", "B", "S", "O", "O", "C", "F", "F", "F", "O", "H", "H", "H", "H", "H", "H", "H", "H", "C", "C", "N", "C", "C", "C", "C", "H", "H", "H", "H", "H", "H", "H", "H", "H", "H", "H", "H", "H", "H", "H", "C", "C", "N", "C", "C", "C", "C", "H", "H", "H", "H", "H", "H", "H", "H", "H", "H", "H", "H", "H", "H", "H"], "xyz": [[-3.270, -3.034, -0.845], [-4.356, -2.917, 0.313], [-5.267, -3.952, 0.549], [-4.470, -1.514, 1.258], [-5.675, -0.952, 1.715], [-5.727, 0.342, 1.205], [-7.156, 0.997, 1.018], [-7.855, 0.505, -0.327], [-8.042, 1.415, -1.366], [-8.291, -0.799, -0.495], [-4.579, 1.108, 0.881], [-3.429, 0.374, 0.838], [-1.947, 0.752, -0.290], [-1.068, -0.382, -0.245], [-2.417, 0.949, -1.636], [-0.932, 2.234, 0.263], [-0.956, 3.096, -0.722], [0.333, 1.951, 0.510], [-1.425, 2.736, 1.389], [-3.315, -0.744, 1.611], [-3.468, -2.320, -1.665], [-2.244, -2.895, -0.474], [-3.393, -4.045, -1.270], [-4.847, -4.636, 1.096], [-7.150, 2.086, 1.147], [-7.758, 0.577, 1.849], [-7.213, 1.605, -1.829], [-9.096, -0.988, 0.006], [4.335, -3.571, 2.008], [3.305, -2.465, 1.824], [1.990, -2.792, 2.349], [0.966, -1.837, 1.951], [1.067, -0.401, 2.455], [1.947, -3.211, 3.739], [2.475, -2.236, 4.799], [4.001, -4.500, 1.542], [5.276, -3.277, 1.540], [4.546, -3.766, 3.061], [3.211, -2.281, 0.750], [3.704, -1.540, 2.267], [-0.015, -2.232, 2.236], [0.948, -1.804, 0.858], [0.771, -0.312, 3.501], [0.391, 0.227, 1.883], [2.070, 0.013, 2.341], [2.506, -4.147, 3.832], [0.921, -3.489, 3.994], [3.401, -1.748, 4.492], [2.684, -2.778, 5.725], [1.742, -1.468, 5.043], [4.259, 3.323, -5.234], [4.098, 2.305, -4.114], [4.047, 2.893, -2.787], [4.140, 1.904, -1.723], [3.003, 0.885, -1.585], [3.049, 3.932, -2.591], [1.577, 3.570, -2.830], [5.159, 3.925, -5.091], [4.348, 2.806, -6.191], [3.401, 3.993, -5.309], [4.958, 1.630, -4.160], [3.209, 1.692, -4.326], [4.265, 2.422, -0.768], [5.073, 1.349, -1.866], [2.116, 1.325, -1.133], [3.319, 0.069, -0.930], [2.722, 0.441, -2.541], [3.300, 4.774, -3.242], [3.152, 4.338, -1.581], [1.437, 2.959, -3.723], [0.992, 4.483, -2.966], [1.149, 3.046, -1.980]], "atomic_forces_ev_per_a": [[-0.77, -0.68, 0.27], [0.23, -0.48, -0.74], [0.80, 0.29, 0.55], [-0.41, -0.01, 1.85], [1.40, 0.41, -1.57], [-1.95, 1.07, 0.88], [0.20, -0.44, 0.63], [-0.06, 0.57, -0.12], [0.67, -0.78, -0.15], [-0.54, 0.59, 0.18], [0.30, -0.94, -0.97], [-0.21, 0.66, 2.11], [0.99, -1.82, -1.90], [0.57, -0.06, 1.39], [-0.95, 1.40, 0.24], [0.30, 0.02, 0.12], [-0.39, 0.77, -0.23], [0.23, -0.53, -0.23], [-0.70, 0.29, 0.14], [-0.13, -0.25, -1.78], [0.23, -0.03, 0.33], [-0.25, 0.16, -0.20], [0.31, 0.33, -0.01], [-0.39, -0.15, -0.39], [0.11, -0.24, -0.37], [0.21, 0.03, -0.30], [-0.34, 0.39, 0.14], [0.43, -0.32, 0.01], [0.01, -0.03, 0.04], [0.19, -0.01, 0.12], [-0.25, -0.03, -0.07], [-0.18, -0.08, -0.32], [-0.01, 0.10, 0.29], [0.20, -0.21, 0.18], [-0.09, -0.03, 0.17], [-0.04, 0.01, 0.06], [-0.03, 0.01, 0.00], [0.00, -0.01, -0.02], [-0.19, 0.08, 0.04], [0.07, 0.04, -0.05], [0.07, -0.10, 0.06], [0.10, -0.05, 0.02], [0.12, -0.01, 0.03], [0.00, -0.10, -0.01], [0.00, -0.01, 0.00], [0.07, 0.06, -0.10], [-0.05, 0.13, -0.17], [-0.01, -0.01, -0.03], [0.01, 0.00, -0.03], [0.08, 0.08, -0.06], [-0.02, 0.05, -0.01], [-0.14, 0.06, -0.17], [0.16, 0.00, 0.25], [0.14, -0.17, 0.08], [-0.02, -0.06, 0.13], [-0.09, 0.28, -0.18], [-0.06, 0.10, 0.08], [-0.05, 0.02, 0.05], [0.00, -0.01, 0.03], [0.02, 0.00, 0.00], [-0.04, -0.04, 0.20], [0.01, -0.05, -0.07], [-0.07, 0.13, -0.08], [0.00, 0.06, -0.14], [-0.04, -0.02, -0.08], [0.01, 0.02, -0.01], [0.01, 0.03, 0.00], [0.06, -0.10, -0.07], [0.11, -0.20, 0.04], [0.03, -0.01, 0.01], [0.02, -0.01, -0.01], [0.02, -0.12, -0.09]], "lowdin_charge": [0.004, -0.289, 0.107, -0.305, 0.306, -0.480, 0.069, -0.606, 0.144, 0.159, 0.302, -0.564, 0.828, -0.276, -0.266, -0.690, 0.163, 0.145, 0.157, 0.280, 0.084, 0.072, 0.070, 0.117, 0.110, 0.122, 0.112, 0.117, -0.092, -0.276, -0.193, -0.244, -0.074, -0.250, -0.085, 0.079, 0.072, 0.063, 0.112, 0.100, 0.113, 0.103, 0.062, 0.031, 0.075, 0.099, 0.113, 0.067, 0.070, 0.053, -0.092, -0.276, -0.197, -0.245, -0.074, -0.244, -0.077, 0.079, 0.072, 0.063, 0.117, 0.099, 0.112, 0.108, 0.040, 0.064, 0.071, 0.099, 0.115, 0.073, 0.076, 0.032], "max_force_ev_per_a": 2.81, "charge": 0, "homo_lumo_gap_ev": 7.13, "total_energy_ev": -57908.9433}


# 2
{"formula": "C15H38Cl2P", "method": "ωB97M-V/def2-TZVPD", "species": ["C", "C", "Cl", "C", "P", "Cl", "H", "H", "H", "H", "H", "H", "H", "H", "H", "H", "C", "C", "C", "C", "C", "C", "H", "H", "H", "H", "H", "H", "H", "H", "H", "H", "H", "H", "H", "H", "C", "C", "C", "C", "C", "C", "H", "H", "H", "H", "H", "H", "H", "H", "H", "H", "H", "H", "H", "H"], "xyz": [[1.907, 0.403, -0.120], [2.662, 1.494, -0.885], [4.450, 1.111, -0.906], [2.113, 1.703, -2.281], [2.001, 0.200, -3.618], [2.904, 3.176, -2.997], [2.586, -0.377, 0.218], [1.411, 0.827, 0.756], [1.159, -0.067, -0.760], [2.643, 2.438, -0.337], [1.063, 1.999, -2.167], [0.976, 1.033, -4.299], [3.057, 0.798, -4.421], [2.982, -0.594, -2.851], [0.921, -0.331, -2.744], [1.806, -0.898, -4.576], [1.239, -5.458, 0.085], [1.490, -4.407, -0.991], [1.087, -2.995, -0.572], [-0.394, -2.831, -0.220], [-1.362, -3.263, -1.325], [-1.101, -2.532, -2.635], [0.178, -5.538, 0.328], [1.579, -6.446, -0.231], [1.768, -5.202, 1.008], [0.956, -4.687, -1.904], [2.550, -4.401, -1.256], [1.353, -2.295, -1.369], [1.686, -2.698, 0.295], [-0.569, -1.773, 0.002], [-0.626, -3.378, 0.700], [-2.385, -3.076, -0.985], [-1.289, -4.345, -1.482], [-1.125, -1.451, -2.485], [-1.825, -2.787, -3.410], [-0.105, -2.756, -3.019], [-3.555, 3.035, 4.295], [-2.572, 2.060, 3.657], [-1.170, 2.639, 3.474], [-1.101, 3.884, 2.585], [-1.688, 3.701, 1.185], [-1.007, 2.596, 0.387], [-3.705, 3.918, 3.671], [-4.531, 2.573, 4.450], [-3.188, 3.378, 5.266], [-2.962, 1.731, 2.690], [-2.501, 1.160, 4.273], [-0.518, 1.864, 3.063], [-0.758, 2.890, 4.457], [-0.051, 4.179, 2.490], [-1.606, 4.719, 3.080], [-1.598, 4.647, 0.645], [-2.761, 3.497, 1.256], [0.065, 2.785, 0.299], [-1.407, 2.525, -0.625], [-1.132, 1.618, 0.856]], "atomic_forces_ev_per_a": [[0.01, -0.07, 0.04], [0.06, 0.05, -0.09], [-0.03, 0.00, -0.03], [0.01, 0.12, -0.08], [-0.11, 0.00, 0.19], [-0.09, -0.02, 0.01], [-0.01, 0.06, -0.01], [0.00, -0.04, -0.02], [0.03, 0.08, 0.02], [0.02, -0.05, 0.03], [0.02, -0.06, 0.04], [0.09, 0.02, -0.02], [0.06, -0.02, 0.01], [-0.03, -0.04, 0.00], [-0.03, -0.01, -0.02], [0.02, 0.02, 0.03], [-0.01, 0.00, 0.02], [-0.01, 0.00, -0.03], [-0.01, -0.02, 0.00], [0.01, 0.03, -0.02], [0.06, -0.02, 0.02], [0.01, 0.06, -0.01], [0.00, 0.00, -0.01], [0.01, 0.00, 0.00], [0.00, 0.00, 0.00], [0.01, 0.00, 0.00], [0.00, 0.00, 0.01], [0.01, -0.01, 0.00], [0.00, -0.02, 0.00], [-0.02, -0.01, 0.00], [0.01, -0.01, 0.00], [-0.01, 0.01, -0.02], [0.00, 0.00, 0.01], [-0.02, -0.01, -0.04], [-0.03, -0.05, 0.05], [-0.03, 0.01, -0.07], [0.00, 0.02, 0.01], [0.00, -0.01, -0.03], [0.00, 0.00, 0.01], [0.02, 0.00, 0.00], [-0.03, -0.01, 0.02], [0.03, 0.01, -0.05], [0.00, -0.01, 0.00], [0.00, -0.01, 0.00], [0.00, 0.00, 0.00], [0.01, 0.00, 0.00], [0.00, 0.01, 0.01], [0.00, 0.00, 0.00], [0.00, 0.00, 0.00], [-0.01, 0.00, 0.00], [0.00, 0.00, 0.01], [0.01, -0.01, -0.01], [0.00, 0.01, 0.01], [0.00, 0.00, 0.00], [0.00, 0.01, 0.00], [0.00, 0.00, 0.00]], "nbo_charge": [-0.648, -0.191, -0.128, -0.474, 0.476, -0.150, 0.227, 0.198, 0.238, 0.194, 0.196, -0.197, -0.156, -0.195, -0.219, -0.162, -0.608, -0.399, -0.412, -0.396, -0.398, -0.617, 0.196, 0.200, 0.196, 0.193, 0.205, 0.239, 0.196, 0.204, 0.187, 0.190, 0.183, 0.220, 0.197, 0.217, -0.609, -0.399, -0.397, -0.396, -0.399, -0.614, 0.201, 0.205, 0.196, 0.198, 0.199, 0.208, 0.194, 0.204, 0.192, 0.203, 0.186, 0.209, 0.220, 0.199], "max_force_ev_per_a": 0.22, "charge": -1, "homo_lumo_gap_ev": 6.23, "total_energy_ev": -50503.5062}